(1)
The following is a quantum chemistry calculation of a cluster of 2 separate species, C10H25FNO5S in total, from OMol25.

The geometry in XYZ format:
```
43
Properties=species:S:1:pos:R:3:nbo_charge:R:1
C 3.997 0.671 0.955 -0.639
C 3.289 -0.610 0.524 -0.061
O 2.690 -0.410 -0.747 -0.554
C 1.736 -1.394 -1.080 -0.061
C 0.922 -0.970 -2.290 -0.424
C -0.079 0.188 -2.121 -0.417
C 0.255 1.245 -1.067 -0.394
C -0.083 0.944 0.391 -0.234
N -1.445 0.363 0.602 -0.678
C -1.501 -0.908 1.407 -0.244
C -2.161 -2.064 0.656 0.079
C -1.956 -3.363 1.443 -0.648
O -1.679 -2.169 -0.671 -0.704
S -2.471 1.421 1.272 2.525
O -3.801 0.962 1.186 -0.848
O -1.985 2.099 2.418 -0.872
F -2.338 2.559 0.068 -0.571
H 3.899 1.432 0.182 0.223
H 3.572 1.066 1.879 0.210
H 5.054 0.498 1.149 0.227
H 2.523 -0.904 1.255 0.150
H 3.991 -1.450 0.471 0.181
H 1.089 -1.604 -0.213 0.134
H 2.242 -2.339 -1.318 0.186
H 0.357 -1.859 -2.587 0.220
H 1.601 -0.768 -3.120 0.224
H -1.080 -0.202 -1.937 0.240
H -0.131 0.718 -3.075 0.212
H -0.311 2.149 -1.348 0.139
H 1.310 1.518 -1.106 0.245
H 0.652 0.282 0.844 0.226
H -0.006 1.881 0.949 0.207
H -0.495 -1.168 1.736 0.212
H -2.086 -0.743 2.318 0.222
H -3.232 -1.870 0.592 0.198
H -2.792 -3.575 2.108 0.236
H -1.886 -4.188 0.733 0.238
H -1.032 -3.347 2.027 0.204
H -0.813 -2.592 -0.646 0.463
O -1.408 4.747 -0.780 -0.770
H -1.937 5.331 -1.356 0.569
H -0.557 4.505 -1.197 0.570
H -1.913 3.921 -0.508 0.577
```

Calculated values
Lowest unoccupied orbital energy   -4.33 eV
Net charge   +1
2S+1   1
Gap between HOMO and LUMO   8.09 eV


(2)
The following is a quantum chemistry calculation of a structure of composition C35H45N3NiO3, from OMol25.

The geometry in XYZ format:
```
87
Properties=species:S:1:pos:R:3:mulliken_spin:R:1
Ni 0.204 0.315 0.286 1.691
C -4.577 2.809 -0.395 0.000
C -4.318 1.416 0.187 -0.001
C -5.584 0.889 0.863 0.001
C -3.818 0.454 -0.870 0.008
C -4.586 0.273 -2.015 -0.006
C -4.188 -0.584 -3.024 0.006
C -3.000 -1.281 -2.893 -0.006
C -2.200 -1.130 -1.766 -0.030
C -0.937 -1.969 -1.664 0.055
C -0.027 -1.802 -2.880 -0.005
C -1.283 -3.442 -1.441 0.001
C -2.616 -0.255 -0.746 0.032
N -1.747 -0.105 0.374 0.043
C -2.171 -0.555 1.572 0.017
O -3.291 -0.918 1.914 0.000
C -1.026 -0.684 2.582 -0.001
C -1.093 -1.021 3.927 0.009
C 0.109 -1.134 4.621 -0.005
C 1.342 -0.940 3.998 0.007
C 1.328 -0.622 2.649 0.013
N 0.163 -0.512 2.036 0.061
C 2.518 -0.418 1.701 -0.011
O 3.652 -0.517 2.145 0.013
N 2.114 -0.210 0.425 0.113
C 3.068 -0.419 -0.611 0.018
C 3.295 0.568 -1.587 -0.029
C 4.175 0.304 -2.630 -0.004
C 4.829 -0.910 -2.732 0.003
C 4.578 -1.887 -1.787 -0.002
C 3.699 -1.677 -0.732 0.012
C 3.443 -2.849 0.200 -0.004
C 4.710 -3.270 0.940 0.000
C 2.843 -4.033 -0.562 0.001
C 2.611 1.923 -1.592 -0.001
C 2.879 2.744 -0.336 0.002
C 1.136 1.822 -2.001 0.040
H -4.784 3.529 0.400 0.000
H -5.450 2.798 -1.050 0.000
H -3.739 3.178 -0.988 0.000
H -3.545 1.490 0.953 -0.002
H -6.396 0.793 0.139 0.000
H -5.915 1.582 1.640 0.000
H -5.398 -0.081 1.316 0.000
H -5.517 0.814 -2.115 0.000
H -4.801 -0.711 -3.906 0.000
H -2.693 -1.965 -3.674 0.000
H -0.377 -1.650 -0.774 -0.006
H -0.526 -2.126 -3.794 0.000
H 0.880 -2.397 -2.772 0.000
H 0.272 -0.765 -3.021 0.001
H -1.811 -3.849 -2.305 0.000
H -1.924 -3.567 -0.569 0.000
H -0.377 -4.030 -1.293 0.000
H -2.051 -1.192 4.394 0.000
H 0.087 -1.393 5.671 0.000
H 2.282 -1.040 4.520 0.001
H 4.350 1.076 -3.369 0.000
H 5.523 -1.094 -3.542 0.000
H 5.072 -2.847 -1.872 0.000
H 2.698 -2.552 0.940 -0.002
H 5.467 -3.624 0.237 0.000
H 4.495 -4.090 1.628 0.000
H 5.124 -2.439 1.506 0.000
H 3.543 -4.435 -1.295 0.000
H 1.935 -3.746 -1.091 -0.001
H 2.591 -4.838 0.130 0.000
H 3.073 2.482 -2.415 0.002
H 2.425 2.307 0.543 0.000
H 2.503 3.764 -0.456 0.000
H 3.953 2.799 -0.156 0.000
H 0.532 1.139 -1.358 -0.088
H 1.041 1.388 -2.995 0.001
H 0.630 2.787 -1.986 -0.004
C -1.699 3.737 1.836 0.002
C -0.774 3.331 3.000 -0.001
C 0.463 2.796 2.300 0.001
O -0.051 2.207 1.096 0.049
C -1.034 3.131 0.594 0.002
H -1.786 4.818 1.740 0.000
H -2.697 3.335 1.981 0.000
H -1.233 2.542 3.595 0.000
H -0.539 4.162 3.662 0.000
H 1.006 2.029 2.849 0.003
H 1.158 3.595 2.019 -0.001
H -1.708 2.562 -0.047 -0.004
H -0.509 3.888 0.001 0.003
```

Calculated values
Lowest unoccupied orbital energy (alpha / beta)   0.07 / -0.22 eV
2S+1   3
Gap between HOMO and LUMO (alpha / beta)   8.11 / 7.83 eV